# 1
Density functional theory data (ωB97M-V/def2-TZVPD) for the molecule C8H10 at a distorted geometry.

The geometry in ORCA input format:
```
! RIJCOSX wB97M-V def2-TZVPD def2/J DEFGRID3
* xyz 0 1
C -0.06354 0.65513 1.50908
C -1.29714 -0.02887 0.60802
C -0.86654 1.02917 -0.48219
C 0.47717 1.12243 0.13516
C 1.57081 0.42985 -0.67877
C 1.35749 -0.89395 -0.86968
C 0.29205 -1.68079 -0.21790
C -0.95317 -1.45641 0.36419
H -0.25116 1.53344 2.12490
H 0.32743 -0.15887 2.20276
H -2.39614 -0.01072 0.98129
H -1.36046 1.94086 -0.57139
H -0.63551 0.65722 -1.43171
H 0.93386 2.24785 0.10295
H 2.13522 0.86974 -1.50331
H 1.87559 -1.42870 -1.81823
H 0.65657 -2.65095 -0.65430
H -1.80254 -2.17641 0.19915
*
```

---

# 2
Density functional theory data (ωB97M-V/def2-TZVPD) for the molecule C18H28ClFN2O.

The geometry in ORCA input format:
```
! RIJCOSX wB97M-V def2-TZVPD def2/J DEFGRID3
* xyz 0 1
C -3.73350 3.18779 1.74498
H -3.58482 3.37489 0.68505
H -4.31970 2.27819 1.85738
H -4.30551 4.01679 2.15615
C -2.39960 3.05213 2.47577
C -2.64356 2.92720 3.97903
H -1.70170 2.86753 4.51978
H -3.21984 2.02985 4.19406
H -3.19681 3.78709 4.34998
C -1.59662 1.84601 1.97815
C -1.10746 1.99231 0.53510
N -0.29085 0.85183 0.15629
C 1.10167 0.99389 0.53131
C 1.83420 -0.32700 0.32027
N 1.69999 -0.73172 -1.06455
C 0.29817 -0.91303 -1.38138
H -0.18088 -1.65368 -0.71864
C -0.43303 0.42504 -1.22521
C 0.07565 1.43951 -2.27047
H 1.15606 1.31878 -2.37873
H -0.12687 2.45491 -1.92352
C -0.59461 1.26069 -3.63172
O -0.15718 2.21098 -4.57564
H 0.80163 2.14720 -4.65085
H -1.67369 1.41360 -3.54804
H -0.42023 0.24304 -4.01047
H -1.50274 0.25044 -1.39497
H 0.20743 -1.25591 -2.41224
C 2.56130 -1.83134 -1.46041
C 2.29281 -3.14088 -0.75071
C 2.88593 -3.41510 0.47932
C 2.62091 -4.55343 1.21650
C 1.72664 -5.47972 0.71136
C 1.13513 -5.26762 -0.52021
C 1.42128 -4.11450 -1.23572
Cl 0.69082 -3.93840 -2.79299
H 0.45397 -5.99397 -0.93438
H 1.50047 -6.37365 1.27059
H 3.11649 -4.69957 2.16277
F 3.78965 -2.54248 0.97396
H 3.59116 -1.52327 -1.25855
H 2.44378 -1.97146 -2.53771
H 1.40745 -1.07739 1.00806
H 2.89260 -0.19699 0.55345
H 1.60575 1.78829 -0.04422
H 1.15197 1.26007 1.58889
H -0.55821 2.94281 0.43232
H -1.96921 2.02867 -0.13324
H -0.73162 1.71010 2.62957
H -2.20509 0.94311 2.04943
H -1.80957 3.95840 2.29505
*
```

---

Per-record ΔE to the lowest compared entry with this formula, charge and spin, kcal per mole: 110.0 0.0
Per-record HOMO level, eV: -8.313 -8.322
Per-record energy, eV: -8453.4978 -39388.0489